Molecular formula: C33H45N6O2SSbSeTc
Method: DFT, ωB97M-V/def2-TZVPD

The geometry in ORCA input format:
```
! wB97M-V def2-TZVPD RIJCOSX def2/J DEFGRID3
* xyz 2 2
Tc -1.32 -1.21 1.67
C -0.13 -4.03 2.17
C 0.99 -3.63 2.90
C 0.57 -2.59 3.73
C -0.84 -2.35 3.55
C -1.30 -3.26 2.57
H -0.13 -4.82 1.43
H 1.99 -4.01 2.80
H 1.21 -2.05 4.42
H -1.45 -1.88 4.31
H -2.28 -3.71 2.56
N -1.12 6.79 -1.45
C -1.36 5.46 -1.29
C -0.38 4.51 -1.65
C -0.62 3.16 -1.47
C -1.83 2.74 -0.92
C -2.82 3.67 -0.58
C -2.58 5.01 -0.76
S -2.11 1.06 -0.67
O -3.49 0.76 -0.94
O -1.10 0.32 -1.39
N -1.84 0.71 0.95
C -2.90 0.86 1.84
N -2.92 -0.21 2.66
C -3.80 -0.23 3.67
C -4.70 0.80 3.82
C -4.64 1.82 2.88
N -3.75 1.87 1.89
H -0.28 7.11 -1.89
H -1.83 7.46 -1.26
H 0.54 4.84 -2.10
H 0.10 2.43 -1.79
H -3.77 3.33 -0.19
H -3.35 5.74 -0.51
H -3.79 -1.09 4.34
H -5.42 0.80 4.62
H -5.34 2.65 2.92
C 4.09 -2.16 -1.62
C 3.13 -2.99 -2.49
C 1.69 -3.03 -1.99
C 0.87 -1.77 -2.23
N 1.46 -0.53 -1.70
C 1.43 -0.12 -0.44
Se 0.96 -1.21 1.05
N 2.00 1.08 -0.34
C 2.22 1.85 0.89
C 3.69 1.89 1.29
C 4.26 0.52 1.65
C 5.71 0.61 2.13
C 2.40 1.49 -1.61
C 3.03 2.64 -2.06
C 3.32 2.71 -3.41
C 2.99 1.66 -4.28
C 2.35 0.52 -3.84
C 2.05 0.46 -2.48
H 5.13 -2.45 -1.80
H 3.89 -2.32 -0.56
H 4.03 -1.09 -1.83
H 3.50 -4.02 -2.51
H 3.16 -2.64 -3.52
H 1.68 -3.28 -0.92
H 1.15 -3.83 -2.50
H -0.13 -1.86 -1.80
H 0.75 -1.61 -3.30
H 1.62 1.39 1.68
H 1.82 2.86 0.73
H 3.77 2.57 2.15
H 4.28 2.33 0.49
H 4.21 -0.14 0.78
H 3.64 0.07 2.43
H 6.35 1.04 1.35
H 6.10 -0.37 2.38
H 5.78 1.25 3.02
H 3.28 3.46 -1.39
H 3.83 3.58 -3.80
H 3.26 1.74 -5.33
H 2.09 -0.28 -4.52
C -4.63 -1.82 -1.50
Sb -3.33 -2.29 0.09
C -2.67 -4.20 -0.57
C -4.82 -2.84 1.50
H -5.27 -2.69 -1.61
H -4.06 -1.63 -2.41
H -5.20 -0.93 -1.24
H -3.57 -4.79 -0.81
H -2.10 -4.71 0.21
H -2.06 -4.09 -1.46
H -5.36 -3.70 1.10
H -5.52 -2.01 1.62
H -4.40 -3.11 2.47
*
```

* HOMO (alpha / beta): -0.4577 / -0.4576 hartree
* maximum force: 0.01280 hartree/bohr
* E_tot: -4883.6325 Eh
* relative energy (zero: lowest compared OMol25 entry of this formula, charge and spin): 3.1611 eV
* Kohn-Sham gap (alpha / beta): 0.175 / 0.194 Eh
* <S²>: 0.9968



Molecular formula: C16H26N4OP2SV
Method: DFT, ωB97M-V/def2-TZVPD

The geometry in ORCA input format:
```
! wB97M-V def2-TZVPD RIJCOSX def2/J DEFGRID3
* xyz 1 5
V 0.02 -0.31 0.23
P 1.21 1.69 -0.06
P 2.12 -1.53 0.55
N -1.18 0.51 -1.11
N -0.52 -1.95 -0.67
H -2.93 -0.18 -2.10
H -2.48 -2.65 -1.05
H -2.94 -0.39 -0.31
C -2.31 -0.41 -1.22
H -1.66 -1.99 -2.49
C -1.79 -1.85 -1.40
H -2.18 2.33 -0.62
H -0.02 -3.77 -1.59
C -1.39 1.94 -1.34
C 0.35 -2.96 -0.93
H -0.28 3.47 -0.32
C -0.06 2.64 -0.99
H 0.51 3.04 -1.84
H 3.39 -1.29 -0.04
H 2.48 -2.20 1.77
H 2.42 1.96 -0.74
H 1.46 2.64 0.97
O 2.62 -0.30 -2.08
C 2.30 -0.17 -3.25
C 2.28 1.20 -3.94
C 1.82 -1.35 -4.08
H -1.82 2.28 -2.30
H 1.56 1.84 -3.41
H 3.27 1.63 -3.76
H 2.00 1.14 -5.00
H 1.12 -1.98 -3.49
H 1.27 -1.02 -4.99
H 2.74 -1.91 -4.37
C 1.62 -2.96 -0.40
H 2.28 -3.81 -0.59
N -0.71 -2.88 2.36
C -0.72 -1.65 2.88
N -0.64 -0.50 2.17
C -0.97 0.60 3.01
C -1.08 1.92 2.59
C -1.28 2.92 3.56
C -1.43 2.57 4.92
C -1.38 1.22 5.33
C -1.17 0.25 4.36
S -1.04 -1.50 4.60
H -0.75 -3.62 3.03
H -0.70 -3.06 1.35
H -1.01 2.12 1.52
H -1.30 3.96 3.24
H -1.59 3.37 5.65
H -1.48 0.95 6.39
*
```

* HOMO (alpha / beta): -0.3536 / -0.3766 hartree
* maximum force: 0.05179 hartree/bohr
* E_tot: -2944.1506 Eh
* Kohn-Sham gap (alpha / beta): 0.280 / 0.179 Eh
* <S²>: 6.0236



The lowest <S²> belongs to which entry? C33H45N6O2SSbSeTc